[1]
The following is a quantum chemistry calculation of one molecule with the formula C10H18O3 in a non-equilibrium geometry, from OMol25.

Structure (XYZ):
```
31
Properties=species:S:1:pos:R:3
C -1.4784 -1.3246 2.7913
C -0.7729 -1.5152 1.4577
C -0.0521 0.0919 -0.2459
C -2.1818 0.5915 -0.9930
C -3.2540 0.0532 -1.9324
C 1.2739 1.8566 0.8078
C 1.8587 3.2273 0.3983
C 1.0753 -0.8195 -0.4663
C 2.1163 -1.4426 -0.7514
C 3.2258 -2.3642 -1.1684
H -2.3828 -0.6399 2.8702
H -1.9172 -2.2863 3.0786
H -0.7525 -1.0712 3.5361
H 0.1827 -2.0956 1.4557
H -1.4404 -1.9409 0.5436
H -2.4234 0.2898 0.1458
H -2.0995 1.7421 -0.8722
H -3.0190 0.1332 -3.0186
H -4.2917 0.4994 -1.6459
H -3.3352 -1.0765 -1.7013
H 0.8013 2.0582 1.7950
H 2.0541 1.0137 1.0505
H 2.0567 3.2637 -0.7366
H 2.8029 3.3580 0.9241
H 1.1515 4.1079 0.7563
H 3.2512 -3.1094 -0.3459
H 2.9045 -2.9023 -2.2035
H 4.2089 -1.8484 -1.2104
O -0.5236 -0.1138 1.0350
O -0.9440 -0.0234 -1.3100
O 0.3904 1.4344 -0.2010
```

## Properties
Charge: 0
Energy above the lowest of the compared OMol25 structures with the same formula, charge and spin (eV): 3.9335
HOMO-LUMO gap (Eh): 0.3817
DFT total energy (Eh): -617.39330

=====

[2]
The following is a quantum chemistry calculation of a 2-piece molecular cluster, C4H12NO2 overall in a non-equilibrium geometry, from OMol25.

Structure (XYZ):
```
19
Properties=species:S:1:pos:R:3
C -1.2066 0.4406 1.3073
C -1.2082 -1.7922 -0.8696
C 1.7717 0.2072 1.3415
C 0.4576 0.8852 -1.8791
N -0.3329 0.1025 0.2094
O 0.8504 -0.5141 0.5089
O -0.2319 1.1450 -0.6673
H -1.3194 -0.4270 1.9540
H -0.7981 1.2764 1.8834
H -2.1712 0.7430 0.9066
H -1.1649 -2.3895 0.0217
H -2.1447 -1.3510 -1.1597
H -0.4414 -1.9342 -1.6082
H 1.9937 1.1922 0.9266
H 2.6678 -0.4100 1.3262
H 1.4039 0.2899 2.3647
H 0.7422 1.8633 -2.2620
H -0.2161 0.3970 -2.5875
H 1.3481 0.2759 -1.7168
```

## Properties
Charge: +1
Energy above the lowest of the compared OMol25 structures with the same formula, charge and spin (eV): 7.1972
HOMO-LUMO gap (spin up / spin down) (Eh): 0.3137 / 0.3136
DFT total energy (Eh): -364.37074

=====

[3]
The following is a quantum chemistry calculation of C30H48P2SeTi as an isolated structure in a non-equilibrium geometry, from OMol25.

Structure (XYZ):
```
82
Properties=species:S:1:pos:R:3
Ti 0.5341 -0.7801 -0.9315
C -0.4099 -2.7141 1.5049
C 0.8897 -2.5516 0.8131
C 0.8190 -1.2117 2.7466
C -0.4830 -1.8338 2.5836
C 1.6580 -1.6616 1.7221
C -1.5246 -3.5887 1.0475
H -1.1609 -4.3223 0.3064
H -2.3891 -3.0410 0.6110
H -1.9195 -4.1066 1.9357
C -1.6897 -1.6671 3.4440
H -2.1994 -2.6442 3.5087
H -2.4256 -0.9462 3.0249
H -1.3889 -1.3288 4.4441
C 1.1793 -0.2293 3.7969
H 0.6149 -0.4179 4.7204
H 0.9350 0.8019 3.4741
H 2.2557 -0.2848 4.0227
C 3.1421 -1.5227 1.7295
H 3.5494 -2.0257 2.6276
H 3.4650 -0.4687 1.7781
H 3.5949 -1.9921 0.8446
C 1.5396 -3.7785 0.2197
H 2.0891 -4.3620 0.9801
H 2.2730 -3.5161 -0.5559
H 0.7686 -4.4308 -0.2097
C -1.6059 0.2040 -3.8340
C -1.7767 -1.1289 -3.8472
C -0.7924 -2.1322 -4.3544
C 0.7017 -1.9473 -4.0150
C 1.0744 -1.1246 -2.8230
C 1.0266 0.2798 -2.9244
C 0.7602 1.0228 -4.2389
C -0.6796 0.8884 -4.7816
H -0.9033 -2.1527 -5.4335
H 1.2073 -1.5263 -4.8912
H -1.0617 -3.1317 -4.0067
H -0.6790 0.3712 -5.7543
H -2.3891 0.8466 -3.3822
H -2.7393 -1.5451 -3.4673
H -1.0889 1.8842 -5.0098
H 0.9510 2.1065 -4.0751
H 1.6946 0.9448 -2.3578
H 1.4967 0.7234 -5.0207
H 1.1580 -2.9197 -3.8417
H 1.7592 -1.6795 -2.0334
P -1.9980 0.7211 -0.7664
P 1.6236 1.3834 0.0271
C -0.8523 2.0089 -1.4906
C 0.3957 2.5859 -0.7626
H -1.5099 2.8353 -1.7893
H -0.5464 1.6141 -2.4601
H 0.9502 3.2840 -1.4127
H -0.0223 3.1901 0.0462
C 2.2857 2.3262 1.4303
H 2.8631 1.6545 2.0756
H 1.5141 2.7802 2.0444
H 2.9653 3.1358 1.1063
C 3.3544 1.2777 -0.7018
H 3.7508 2.2530 -0.9944
H 3.4227 0.6180 -1.5556
H 4.0203 0.8378 0.0561
C -3.7748 0.5049 -1.0081
H -4.0993 -0.5405 -0.8905
H -4.0798 0.8530 -1.9993
H -4.2842 1.1101 -0.2622
C -1.5429 -1.0285 -1.1585
H -1.1100 -1.7343 -0.4173
H -0.9478 -1.1257 -2.0782
H -2.4431 -1.5608 -1.4303
Se -1.1440 0.6526 1.2561
C -1.1883 2.0748 2.7218
C -0.6651 3.3390 2.4721
C -0.3702 4.2515 3.4820
C -0.7473 3.9623 4.7863
C -1.3859 2.7377 5.0386
C -1.6294 1.7995 4.0155
H -0.3747 3.6135 1.4709
H 0.1591 5.1703 3.2158
H -0.5538 4.6827 5.5844
H -1.7038 2.5008 6.0483
H -2.1623 0.8717 4.2034
```

## Properties
⟨S²⟩: 0.771
Charge: +1
Energy above the lowest of the compared OMol25 structures with the same formula, charge and spin (eV): 10.6857
2S+1: 2
HOMO-LUMO gap (spin up / spin down) (Eh): 0.2152 / 0.2083
DFT total energy (Eh): -5104.96097

=====

[4]
The following is a quantum chemistry calculation of a 9-piece molecular cluster, C30H45N7O6 overall in a non-equilibrium geometry, from OMol25.

Structure (XYZ):
```
88
Properties=species:S:1:pos:R:3
C -0.1861 -0.4654 -0.1084
O 0.8448 0.2679 0.1458
O -0.0438 -1.7151 -0.4102
O -1.4050 -0.0013 -0.1166
C -0.4517 -4.4904 1.1860
C 0.7520 -3.9365 1.8065
O 1.8507 -4.2406 1.4012
C 0.5715 -2.9816 2.9719
H -1.1101 -5.0715 1.8350
H -0.1846 -5.0184 0.2719
H -1.0689 -3.6560 0.8293
H 1.5114 -2.7969 3.4860
H -0.1330 -3.3727 3.7137
H 0.1058 -2.0771 2.5729
C 2.0854 2.0166 -3.2073
C 3.4453 1.4783 -2.9025
O 3.6181 0.2672 -2.8277
N 4.4571 2.3444 -2.6882
C 5.8092 1.9336 -2.4422
H 2.0474 3.0730 -2.9198
H 1.4563 1.5437 -2.4476
H 1.7365 1.7654 -4.2023
H 4.2155 3.3068 -2.5227
H 6.3455 1.6501 -3.3453
H 5.8196 1.0951 -1.7352
H 6.3357 2.6317 -1.7859
C 4.4213 0.0129 4.0671
C 3.6421 -0.3389 2.8205
O 4.0218 -1.2636 2.1166
N 2.5935 0.4391 2.5050
C 2.0459 1.4904 3.3685
H 4.6578 1.0783 4.1484
H 5.3680 -0.5118 3.9636
H 3.9055 -0.2281 4.9985
H 1.9592 0.3181 1.7100
H 2.7938 2.2427 3.6396
H 1.6845 1.0626 4.3069
H 1.3055 1.9769 2.7391
N -1.4699 -3.1474 -1.7924
C -2.1684 -4.3091 -1.5644
C -2.1629 -4.9708 -2.7916
C -1.4785 -4.1940 -3.7120
C -1.0562 -3.0178 -3.0928
H -1.1146 -2.4811 -1.0897
H -2.5382 -4.3910 -0.5560
H -2.6587 -5.9212 -2.9251
H -1.3463 -4.4880 -4.7437
H -0.3359 -2.2488 -3.3106
N -2.4275 1.4805 2.0936
C -1.9221 2.5273 2.8153
C -2.9985 3.1648 3.4071
C -4.1738 2.5025 3.0540
C -3.7824 1.5069 2.1870
H -1.8545 0.8597 1.5113
H -0.8553 2.6762 2.7763
H -2.8917 3.9978 4.0902
H -5.1321 2.7706 3.4659
H -4.3960 0.7951 1.6549
N -1.7800 1.0208 -2.7411
C -2.3512 0.2845 -3.7526
C -2.3507 1.0153 -4.9007
C -1.7056 2.2358 -4.5748
C -1.2968 2.1939 -3.2577
H -1.6658 0.7040 -1.7670
H -2.7554 -0.6870 -3.5189
H -2.7082 0.7061 -5.8685
H -1.4492 3.0223 -5.2728
H -0.8138 2.8958 -2.5989
N -3.3446 -1.8956 0.7125
C -4.3622 -2.3884 -0.0111
C -5.1238 -3.2003 0.8047
C -4.5299 -3.1716 2.0928
C -3.4475 -2.3246 2.0114
H -2.5701 -1.3512 0.3376
H -4.4450 -2.1516 -1.0586
H -6.0067 -3.7588 0.5335
H -4.8315 -3.6853 2.9916
H -2.6987 -2.0280 2.7275
N 1.7915 2.8818 0.1131
C 0.8480 3.8664 -0.0880
C 1.5523 5.0113 -0.4076
C 2.9014 4.7503 -0.2714
C 3.0455 3.4127 0.0980
H 1.4825 1.8968 0.1213
H -0.1925 3.5906 -0.0542
H 1.0170 5.9016 -0.7098
H 3.7531 5.4070 -0.3809
H 3.9781 2.9044 0.2715
```

## Properties
Charge: -2
HOMO-LUMO gap (Eh): 0.2572
DFT total energy (Eh): -2004.97976